This record from OMol25 describes a cluster of 12 separate species, C97H205N11O12 in total in a non-equilibrium geometry. The level of theory is ωB97M-V with the def2-TZVPD basis set.

Geometry (Å):
1 C -4.25321 -1.25723 0.87652
2 O -3.83811 -1.06250 2.01534
3 N -5.18172 -2.17400 0.64424
4 C -5.98191 -2.25337 -0.57339
5 C -5.69088 -2.96540 1.72667
6 H -3.90331 -0.80345 -0.05979
7 H -7.02962 -2.28962 -0.27656
8 H -5.73250 -3.15946 -1.14824
9 H -5.76745 -1.42352 -1.28844
10 H -4.94709 -3.57891 2.18803
11 H -6.06550 -2.24175 2.48766
12 H -6.54085 -3.60011 1.37965
13 C -0.99071 -3.99866 -6.29378
14 C -2.19131 -4.35456 -5.39070
15 C -2.20432 -3.16255 -4.46910
16 O -1.92571 -2.00338 -5.38814
17 C -1.01789 -2.47607 -6.37989
18 H -1.15369 -4.43738 -7.29859
19 H -0.05559 -4.32142 -5.80975
20 H -1.94957 -5.31100 -4.90052
21 H -3.13996 -4.38969 -5.99495
22 H -1.37916 -3.23286 -3.74124
23 H -3.10741 -2.91032 -3.91688
24 H -0.00996 -2.07529 -6.23759
25 H -1.34258 -1.97038 -7.28764
26 C -5.90882 1.79528 0.90868
27 C -6.45945 2.17297 2.27962
28 C -7.96800 2.07306 2.28724
29 C -8.61626 2.04367 3.67963
30 C -7.98447 0.98231 4.49692
31 C -6.44629 1.10335 4.59807
32 N -5.90178 1.17942 3.26556
33 O -4.46163 1.36837 3.31362
34 C -6.03439 2.22645 5.50006
35 C -5.96935 -0.23173 5.25172
36 C -6.06724 3.64549 2.56918
37 H -6.25850 0.78830 0.75733
38 H -4.85236 1.89240 0.86840
39 H -6.36149 2.47579 0.15105
40 H -8.33417 2.94349 1.71902
41 H -8.25367 1.15538 1.77678
42 H -9.69559 1.85788 3.66969
43 H -8.51864 3.00015 4.22349
44 H -8.18035 -0.03899 4.14996
45 H -8.34462 1.00776 5.49319
46 H -5.01135 2.62936 5.27482
47 H -6.74659 3.07775 5.45245
48 H -6.15907 1.92254 6.53433
49 H -6.11802 -1.11038 4.59385
50 H -4.89662 -0.22957 5.46127
51 H -6.53834 -0.27387 6.21188
52 H -6.04020 4.26572 1.65646
53 H -5.08418 3.63992 2.97268
54 H -6.81989 4.08452 3.24883
55 H -4.08631 0.57580 2.94618
56 C 6.56596 -2.27679 0.77201
57 C 6.63678 -0.93500 1.37704
58 C 6.23677 0.15591 0.38139
59 C 4.74967 0.26432 0.12028
60 C 4.11053 0.67234 1.42423
61 C 4.39357 -0.36332 2.53198
62 N 5.86822 -0.61934 2.64909
63 O 6.09154 -1.60790 3.60775
64 C 3.82388 0.14216 3.88564
65 C 3.49634 -1.60923 2.10374
66 C 8.09034 -0.71224 1.80289
67 H 6.57545 -3.11269 1.49126
68 H 7.45232 -2.45490 0.16527
69 H 5.70728 -2.46119 0.14871
70 H 6.58144 1.09610 0.83125
71 H 6.70528 -0.03332 -0.56778
72 H 4.27765 -0.61987 -0.31102
73 H 4.67913 1.10103 -0.60296
74 H 3.03483 0.78983 1.22361
75 H 4.51682 1.65409 1.69980
76 H 2.89771 0.68381 3.61569
77 H 3.60254 -0.70189 4.55417
78 H 4.42368 0.87966 4.41976
79 H 3.78460 -2.56724 2.47880
80 H 2.42319 -1.50879 2.37617
81 H 3.57239 -1.80215 1.02783
82 H 8.69753 -0.62195 0.91854
83 H 8.38771 -1.58281 2.35664
84 H 8.22614 0.14256 2.40113
85 H 5.45648 -2.34202 3.50425
86 C -3.62938 -5.37707 -1.20119
87 C -2.63027 -6.46993 -0.97462
88 C -1.52891 -6.03123 0.13218
89 C -0.85077 -7.21634 0.76856
90 C -1.81142 -8.20449 1.28126
91 C -2.71627 -8.69905 0.22855
92 N -3.48536 -7.61445 -0.38408
93 O -4.15195 -8.09334 -1.51903
94 C -1.91971 -9.58646 -0.73325
95 C -3.78131 -9.58102 1.01148
96 C -1.79802 -6.82194 -2.20605
97 H -4.29025 -5.68340 -2.01992
98 H -3.18472 -4.45856 -1.55098
99 H -4.20894 -5.29406 -0.24787
100 H -0.82322 -5.35940 -0.36139
101 H -2.05381 -5.44888 0.93168
102 H -0.16531 -6.84519 1.53982
103 H -0.27280 -7.67452 0.00668
104 H -2.35379 -7.80878 2.09365
105 H -1.23106 -9.03275 1.69445
106 H -2.46326 -10.01122 -1.58097
107 H -1.00922 -9.11581 -1.14334
108 H -1.52699 -10.35135 -0.05894
109 H -4.63363 -9.91924 0.42384
110 H -3.20934 -10.42524 1.44006
111 H -4.17985 -9.03055 1.88929
112 H -1.59856 -5.82434 -2.64384
113 H -2.37896 -7.33252 -3.02062
114 H -0.82053 -7.21349 -1.97547
115 H -5.09543 -8.10935 -1.31295
116 C 4.41348 -4.08920 -4.65615
117 C 3.36380 -4.69773 -3.68637
118 C 3.18446 -6.17490 -4.07829
119 C 2.37677 -6.95217 -3.06270
120 C 3.11341 -6.97782 -1.76497
121 C 3.50036 -5.54926 -1.28480
122 N 4.16303 -4.75292 -2.40450
123 O 4.18749 -3.39655 -1.85010
124 C 2.22114 -4.91063 -0.78049
125 C 4.50017 -5.73209 -0.14102
126 C 2.06249 -3.85209 -3.65355
127 H 4.49703 -3.03231 -4.40504
128 H 4.13740 -4.20251 -5.70634
129 H 5.33430 -4.61161 -4.59943
130 H 2.72413 -6.09452 -5.05845
131 H 4.17952 -6.64828 -4.15135
132 H 2.19451 -7.97973 -3.35137
133 H 1.37346 -6.44445 -2.93618
134 H 4.03389 -7.61006 -1.87368
135 H 2.50649 -7.35493 -0.96551
136 H 1.39182 -4.96729 -1.44813
137 H 1.92424 -5.45192 0.13278
138 H 2.32490 -3.87873 -0.46831
139 H 4.53344 -4.76851 0.36394
140 H 4.22623 -6.55223 0.51928
141 H 5.51779 -5.92635 -0.47265
142 H 2.06666 -3.09732 -2.87349
143 H 1.29308 -4.53386 -3.38502
144 H 2.01950 -3.37080 -4.65500
145 H 5.13038 -3.16699 -1.87207
146 C -3.55605 4.83605 -1.91686
147 C -3.89616 6.08812 -1.02640
148 C -3.45592 5.74375 0.35981
149 C -1.92231 5.70528 0.59174
150 C -1.43185 7.13619 0.19621
151 C -1.79897 7.58724 -1.19675
152 N -3.26571 7.34489 -1.42799
153 O -3.68606 7.59368 -2.72543
154 C -1.49760 9.06502 -1.42941
155 C -0.93568 6.72288 -2.16566
156 C -5.40567 6.32089 -1.14461
157 H -3.51355 5.11813 -2.97956
158 H -4.35852 4.11046 -1.89675
159 H -2.61813 4.40010 -1.55234
160 H -3.84082 6.43423 1.11376
161 H -3.94867 4.82658 0.64304
162 H -1.51307 4.93263 -0.05043
163 H -1.60328 5.41311 1.60727
164 H -0.36367 7.14473 0.18728
165 H -1.90613 7.88116 0.86543
166 H -2.22958 9.71812 -0.98059
167 H -0.54832 9.32843 -0.98196
168 H -1.48237 9.26549 -2.49573
169 H -0.07952 7.27995 -2.64768
170 H -0.59107 5.80725 -1.67623
171 H -1.56661 6.56732 -3.06783
172 H -5.69750 6.43354 -2.18755
173 H -5.64722 7.17024 -0.53024
174 H -5.81309 5.41597 -0.78162
175 H -4.14121 8.44345 -2.76015
176 C -0.05044 -6.22249 4.99157
177 C 0.47421 -4.78815 5.36030
178 C 1.25313 -4.32799 4.10835
179 C 0.39409 -4.03714 2.89422
180 C -0.59094 -2.98553 3.22137
181 C -1.45803 -3.31977 4.47955
182 N -0.57912 -3.79394 5.59579
183 O -1.44111 -4.33108 6.63916
184 C -2.17905 -2.01707 5.00738
185 C -2.44084 -4.40149 4.07794
186 C 1.39986 -4.79279 6.61951
187 H 0.05533 -6.32109 3.91709
188 H -1.07186 -6.35843 5.32590
189 H 0.61591 -6.94120 5.44922
190 H 1.87370 -3.43504 4.24905
191 H 1.92341 -5.13040 3.91468
192 H -0.03623 -4.91038 2.39318
193 H 1.06074 -3.58352 2.13317
194 H -1.33052 -2.83828 2.42273
195 H -0.08926 -2.02657 3.26410
196 H -2.87172 -1.56309 4.27978
197 H -2.81365 -2.25068 5.87770
198 H -1.42933 -1.35775 5.29131
199 H -1.91027 -5.07276 3.37999
200 H -2.86484 -4.94493 4.86705
201 H -3.22553 -3.96263 3.46578
202 H 2.24743 -5.46365 6.51396
203 H 0.78587 -5.06690 7.46741
204 H 1.79662 -3.77389 6.76353
205 H -1.55067 -3.66572 7.30916
206 C 3.16537 3.24950 -5.97883
207 C 4.25749 2.21369 -5.70687
208 C 4.38117 2.06236 -4.20205
209 C 3.20799 1.28306 -3.62392
210 C 3.04549 -0.06832 -4.30357
211 C 2.88283 0.04630 -5.77697
212 N 3.88400 0.87567 -6.30616
213 O 3.57848 0.99865 -7.67648
214 C 2.95579 -1.28462 -6.47411
215 C 1.49847 0.61909 -6.02423
216 C 5.58079 2.71690 -6.29385
217 H 2.83941 3.14884 -6.99446
218 H 3.61480 4.19414 -5.92972
219 H 2.35867 3.18820 -5.27159
220 H 5.33595 1.59119 -3.96191
221 H 4.54748 3.07760 -3.86214
222 H 2.26385 1.82755 -3.66293
223 H 3.24977 1.04766 -2.54025
224 H 2.06362 -0.50194 -3.98219
225 H 3.89243 -0.71722 -4.09569
226 H 2.04148 -1.84757 -6.28640
227 H 2.95294 -1.09034 -7.54643
228 H 3.86841 -1.84657 -6.24213
229 H 1.25091 1.38369 -5.30679
230 H 1.33495 0.97442 -6.99323
231 H 0.84132 -0.21660 -5.73432
232 H 5.80695 3.78005 -6.06653
233 H 5.53086 2.70369 -7.36102
234 H 6.42865 2.12353 -6.01777
235 H 4.17326 0.36669 -8.08977
236 C 4.35197 5.80437 -4.13865
237 C 3.87178 5.95656 -2.72452
238 C 2.56614 5.08880 -2.62705
239 C 2.16642 4.76963 -1.20785
240 C 3.29495 4.17813 -0.42736
241 C 4.57700 5.01240 -0.49053
242 N 4.88410 5.33593 -1.89767
243 O 6.06915 6.15721 -1.83879
244 C 4.41016 6.25106 0.44031
245 C 5.75875 4.12489 0.02658
246 C 3.57324 7.46976 -2.47909
247 H 4.62887 4.74888 -4.32414
248 H 3.55918 6.20264 -4.79064
249 H 5.21552 6.45914 -4.26347
250 H 1.82383 5.71067 -3.12496
251 H 2.65500 4.14775 -3.16507
252 H 1.78661 5.63901 -0.64686
253 H 1.31981 4.07541 -1.37537
254 H 3.47427 3.22105 -0.88175
255 H 3.03242 4.03208 0.65340
256 H 4.74836 5.98867 1.47548
257 H 3.36435 6.53242 0.62469
258 H 4.99982 7.13144 0.17686
259 H 5.36855 3.59065 0.88842
260 H 6.56852 4.79804 0.27174
261 H 6.08157 3.41276 -0.74153
262 H 2.84846 7.65116 -1.66205
263 H 4.46185 8.00649 -2.19737
264 H 3.17454 7.80221 -3.45285
265 H 6.67625 5.76642 -2.45076
266 C 0.49684 1.76970 -0.11542
267 C -0.90959 1.16374 -0.44435
268 C -1.32820 1.54296 -1.87090
269 C -0.55083 0.81061 -2.92904
270 C -0.64855 -0.71766 -2.68613
271 C -0.38824 -1.13066 -1.25540
272 N -1.13587 -0.27668 -0.36968
273 O -0.99197 -0.66409 0.98485
274 C -0.92647 -2.52983 -1.01228
275 C 1.19292 -1.10015 -1.05881
276 C -1.90156 1.83585 0.51730
277 H 0.36292 2.85551 -0.00080
278 H 1.21547 1.52172 -0.91834
279 H 0.85675 1.27384 0.78267
280 H -2.38483 1.34024 -2.05739
281 H -1.13550 2.59550 -1.93253
282 H 0.52293 1.14203 -3.03313
283 H -1.08947 1.06318 -3.84173
284 H 0.04559 -1.34245 -3.28196
285 H -1.61957 -1.10511 -3.02825
286 H -0.79682 -2.93984 -0.01463
287 H -2.03536 -2.57807 -1.20170
288 H -0.43226 -3.14337 -1.81019
289 H 1.44870 -1.24951 0.00338
290 H 1.60040 -1.93138 -1.61254
291 H 1.69815 -0.23011 -1.48872
292 H -1.85349 2.91983 0.32445
293 H -1.71475 1.68425 1.60194
294 H -2.89149 1.45742 0.28070
295 H -1.90884 -0.95539 1.19829
296 C -3.05540 5.29738 4.87343
297 C -1.57193 4.79228 4.72719
298 C -1.56928 3.32027 4.27909
299 C -0.14505 2.89213 4.07288
300 C 0.50117 3.79528 3.11434
301 C 0.53943 5.22724 3.49928
302 N -0.78962 5.63738 3.81959
303 O -0.88134 6.95918 4.27616
304 C 1.44755 5.36089 4.73784
305 C 1.17875 6.06505 2.34575
306 C -1.01058 4.79669 6.23115
307 H -3.70967 4.54820 5.30417
308 H -3.43010 5.49805 3.85056
309 H -3.14651 6.21594 5.42609
310 H -2.07443 2.68903 4.99770
311 H -2.17304 3.11438 3.38205
312 H -0.05139 1.86187 3.66845
313 H 0.42738 2.84293 5.01789
314 H 0.00298 3.78173 2.11261
315 H 1.51650 3.50748 2.87690
316 H 1.38686 4.49395 5.44627
317 H 2.46735 5.47505 4.39515
318 H 1.09936 6.27830 5.23871
319 H 2.24215 5.73449 2.24828
320 H 0.54271 5.89198 1.45821
321 H 1.19905 7.15040 2.50876
322 H -0.66316 5.74815 6.55914
323 H -0.21602 4.04804 6.38635
324 H -1.80804 4.47662 6.86524
325 H -1.07060 7.49497 3.49149

Properties
structure (SMILES): CC1(C)CCCC(C)(C)N1O.CC1(C)CCCC(C)(C)N1O.CC1(C)CCCC(C)(C)N1O.CC1(C)CCCC(C)(C)N1O.CC1(C)CCCC(C)(C)N1O.CC1(C)CCCC(C)(C)N1O.CC1(C)CCCC(C)(C)N1O.CC1(C)CCCC(C)(C)N1O.CC1(C)CCCC(C)(C)N1O.CC1(C)CCCC(C)(C)N1O.CN(C)C=O.C1CCOC1
highest occupied orbital energy: -0.298 Eh
frontier orbital gap: 8.5 eV
LUMO level: 0.36 eV
relative energy (zero: lowest compared OMol25 entry of this formula, charge and spin): 0.0 kcal per mole
M: 1717.77 u